1.
Molecular formula: C3H5P
Method: DFT, ωB97M-V/def2-TZVPD

## Properties
- HOMO energy (alpha / beta): -8.30 / -8.20 eV
- Energy relative to the best compared isomer or geometry (same formula, charge and spin): 77.2 kcal per mole
- Largest force on an atom: 3.87 eV Å⁻¹
- Frontier orbital gap (alpha / beta): 7.4 / 7.3 eV
- 2S+1: 1
- SMILES: C=P#CC

Positions of all 9 atoms, in Å:
C -0.41 0.52 -0.28
C 2.75 0.22 -0.13
C -1.80 0.10 -0.05
P 1.04 -0.07 0.16
H 3.31 -0.01 0.75
H 2.90 -0.53 -1.04
H -1.97 -0.55 0.83
H -2.21 -0.48 -0.81
H -2.59 0.92 0.11

These are the Mulliken partial charges, in e, on atoms 1 to 2: number 1, C, carries 0.00; number 2, C, carries -0.61

2.
Molecular formula: C3H5F3O2S
Method: DFT, ωB97M-V/def2-TZVPD

## Properties
- HOMO energy (alpha / beta): -8.49 / -8.07 eV
- Energy relative to the best compared isomer or geometry (same formula, charge and spin): 70.3 kcal per mole
- Largest force on an atom: 2.83 eV Å⁻¹
- Frontier orbital gap (alpha / beta): 8.0 / 8.0 eV
- 2S+1: 1

Positions of all 14 atoms, in Å:
C -1.23 1.64 0.01
C 0.30 -0.42 -0.13
C -0.75 -1.42 -0.56
O 1.09 -0.15 -1.13
O 1.95 0.63 1.47
F -1.55 -0.77 -1.47
F -0.25 -2.47 -1.12
F -1.51 -1.88 0.42
S 1.07 -0.79 1.44
H -0.77 2.59 0.38
H -1.47 1.38 -1.01
H -1.60 1.00 0.80
H 1.82 0.36 -0.70
H 2.89 0.31 1.60

These are the Mulliken partial charges, in e, on atoms 1 to 2: number 1, C, carries -0.81; number 2, C, carries -0.10

3.
Molecular formula: C3H4Cl2N4O
Method: DFT, ωB97M-V/def2-TZVPD

## Properties
- HOMO energy: -9.93 eV
- Energy relative to the best compared isomer or geometry (same formula, charge and spin): 0.0 kcal per mole
- Largest force on an atom: 3.24 eV Å⁻¹
- Frontier orbital gap: 10.4 eV
- 2S+1: 1

Positions of all 14 atoms, in Å:
C 0.13 -1.26 -0.04
C 1.11 2.23 -1.46
C -0.32 -2.54 0.64
N -1.27 0.08 1.38
N -1.89 0.32 2.27
N -0.61 -0.13 0.42
N 0.08 2.90 -1.56
O 0.96 -1.03 -0.88
Cl 2.38 2.51 -0.41
Cl -0.22 4.29 -0.72
H 1.18 1.23 -2.00
H -1.46 -2.41 0.93
H 0.33 -2.80 1.55
H -0.39 -3.38 -0.11

These are the Mulliken partial charges, in e, on atoms 1 to 2: number 1, C, carries 0.65; number 2, C, carries 0.10

4.
Molecular formula: C2H2FI3O
Method: DFT, ωB97M-V/def2-TZVPD

## Properties
- HOMO energy: -9.36 eV
- Energy relative to the best compared isomer or geometry (same formula, charge and spin): 28.4 kcal per mole
- Largest force on an atom: 5.36 eV Å⁻¹
- Frontier orbital gap: 8.7 eV
- 2S+1: 1

Positions of all 9 atoms, in Å:
C -0.58 -0.28 0.62
C 0.19 0.53 -0.33
O 1.74 -0.09 -0.42
F -0.28 0.44 -1.58
I -2.58 0.51 0.48
I -0.52 -2.44 0.29
I 0.43 2.55 0.32
H -0.20 -0.37 1.67
H 1.79 -0.85 -1.06

These are the Mulliken partial charges, in e, on atoms 1 to 2: number 1, C, carries -0.78; number 2, C, carries 0.12

5.
Molecular formula: C4H12
Method: DFT, ωB97M-V/def2-TZVPD

## Properties
- HOMO energy: -11.43 eV
- Energy relative to the best compared isomer or geometry (same formula, charge and spin): 16.3 kcal per mole
- Largest force on an atom: 2.12 eV Å⁻¹
- Frontier orbital gap: 12.6 eV
- 2S+1: 1
- SMILES: CC.CC

Positions of all 16 atoms, in Å:
C -0.24 -2.94 0.50
C 0.57 -1.94 -0.29
H -0.04 -3.20 1.54
H -1.32 -2.76 0.49
H -0.12 -3.94 0.06
H -0.06 -1.22 -0.83
H 1.24 -2.30 -1.07
H 1.19 -1.31 0.36
C 0.55 2.56 0.13
C -0.89 2.34 -0.32
H 1.06 3.13 -0.67
H 0.56 3.21 0.99
H 1.18 1.68 0.09
H -1.06 2.95 -1.21
H -1.09 1.30 -0.60
H -1.74 2.55 0.33

These are the Mulliken partial charges, in e, on atoms 1 to 2: number 1, C, carries -0.90; number 2, C, carries -0.69

6.
Molecular formula: C3H11O
Method: DFT, ωB97M-V/def2-TZVPD

## Properties
- HOMO energy: -14.94 eV
- Net charge: +1
- Energy relative to the best compared isomer or geometry (same formula, charge and spin): 8.5 kcal per mole
- Largest force on an atom: 1.43 eV Å⁻¹
- Frontier orbital gap: 9.7 eV
- 2S+1: 1

Positions of all 15 atoms, in Å:
O 0.76 -1.37 -2.61
H 0.02 -0.76 -2.77
H 0.66 -2.33 -2.80
H 1.28 -1.15 -1.82
C 0.57 1.06 0.06
C -0.22 0.96 1.38
C -1.09 -0.28 1.41
H -0.12 0.75 -0.74
H 0.99 2.04 -0.13
H 1.32 0.26 0.07
H 0.54 0.92 2.16
H -0.80 1.87 1.52
H -1.32 -0.63 2.41
H -0.56 -1.14 0.98
H -2.03 -0.18 0.87

These are the Mulliken partial charges, in e, on atoms 1 to 2: number 1, O, carries -0.37; number 2, H, carries 0.45